[1]
Density functional theory data (the ωB97M-V functional and the def2-TZVPD basis) for a 5-piece molecular cluster, C27H56N2O10PS4 overall at a distorted geometry.

Calculated values
Orbital gap (alpha / beta), eV: 9.02 / 9.01
Spin multiplicity: 2
Strongest force on any atom, eV/Å: 4.2
Expectation value of S²: 0.7546

Atoms and positions in Å:
C -0.949 6.569 4.467
C -0.616 4.935 4.571
N -0.353 4.475 3.165
C -0.418 2.962 2.999
P -2.314 2.530 3.110
O -2.616 1.220 3.936
C -0.048 2.715 1.386
C 0.423 1.174 1.094
C 0.959 1.176 -0.494
C -0.771 0.055 1.136
N 1.635 0.886 1.925
O 2.356 -0.163 1.494
C 1.448 0.941 3.403
C 2.982 1.189 4.032
C 0.979 -0.503 4.102
C 0.514 2.110 4.025
H -0.946 6.901 3.320
H -1.981 6.855 4.954
H -0.079 7.211 4.967
H -1.419 4.337 5.171
H 0.401 4.879 5.185
H 0.565 4.822 2.784
H -2.988 3.622 3.826
H -2.915 2.541 1.776
H 0.794 3.467 1.067
H -1.006 3.009 0.741
H 0.769 0.111 -0.946
H 0.271 1.954 -1.054
H 2.100 1.463 -0.537
H -1.590 0.285 0.301
H -1.241 -0.141 2.189
H -0.279 -0.978 0.796
H 2.807 1.264 5.207
H 3.399 2.229 3.683
H 3.688 0.298 3.750
H 0.622 -0.381 5.210
H 0.249 -1.125 3.437
H 1.989 -1.138 4.159
H -0.199 1.601 4.834
H 1.208 2.839 4.667
C 1.610 -3.675 -4.490
C 2.018 -2.223 -4.737
C 0.812 -1.345 -4.408
S -0.134 -2.235 -3.181
O -1.409 -2.602 -3.759
O -0.028 -1.550 -1.908
C 0.906 -3.682 -3.142
H 2.474 -4.346 -4.496
H 0.920 -4.003 -5.276
H 2.855 -1.962 -4.077
H 2.352 -2.066 -5.767
H 1.117 -0.378 -4.000
H 0.175 -1.196 -5.284
H 0.299 -4.574 -2.979
H 1.621 -3.558 -2.323
C 6.770 -3.984 -2.601
C 6.349 -5.387 -3.036
C 5.458 -5.237 -4.268
S 5.974 -3.730 -5.077
O 4.888 -2.775 -5.008
O 6.639 -4.060 -6.321
C 7.205 -3.271 -3.872
H 7.576 -4.013 -1.861
H 5.916 -3.464 -2.152
H 7.240 -5.972 -3.293
H 5.828 -5.919 -2.234
H 5.578 -6.078 -4.956
H 4.406 -5.130 -3.990
H 7.238 -2.185 -3.767
H 8.172 -3.645 -4.223
C -2.796 -5.079 -7.556
C -2.898 -6.428 -8.266
C -1.793 -7.324 -7.710
S -1.479 -6.756 -6.046
O -0.139 -6.212 -5.989
O -1.952 -7.752 -5.105
C -2.637 -5.402 -6.078
H -3.676 -4.456 -7.739
H -1.915 -4.536 -7.919
H -3.877 -6.877 -8.057
H -2.812 -6.321 -9.352
H -2.099 -8.372 -7.685
H -0.867 -7.220 -8.284
H -2.249 -4.565 -5.494
H -3.579 -5.757 -5.649
C -6.683 6.961 6.730
C -6.200 6.460 8.091
C -4.683 6.637 8.132
S -4.310 8.007 7.048
O -3.545 7.510 5.923
O -3.875 9.139 7.842
C -5.984 8.294 6.509
H -7.771 7.068 6.700
H -6.391 6.249 5.950
H -6.662 7.059 8.885
H -6.480 5.416 8.261
H -4.331 6.866 9.141
H -4.166 5.752 7.750
H -5.991 8.614 5.466
H -6.411 9.073 7.146


[2]
Density functional theory data (the ωB97M-V functional and the def2-TZVPD basis) for C43H47BrCaGe2N5O2S3 as an isolated structure at a distorted geometry.

Calculated values
Orbital gap (alpha / beta), eV: 6.49 / 6.64
Spin multiplicity: 2
ΔE to the lowest compared entry with this formula, charge and spin, eV: 0.000
Strongest force on any atom, eV/Å: 1.0
Expectation value of S²: 0.7549

Atoms and positions in Å:
Ca 0.780 1.246 0.271
C 2.275 4.432 -4.476
S 0.843 3.346 -4.465
C 0.664 2.914 -2.749
S 1.966 3.126 -1.642
N -0.568 2.486 -2.564
N -0.811 2.031 -1.273
C -1.988 2.227 -0.835
C -2.308 1.887 0.578
C -3.492 2.311 1.155
C -3.712 2.048 2.498
C -2.745 1.373 3.222
C -1.586 0.983 2.567
N -1.374 1.226 1.277
H 2.538 4.561 -5.526
H 3.102 3.978 -3.937
H 2.033 5.397 -4.037
H -2.737 2.732 -1.445
H -4.222 2.842 0.559
H -4.628 2.372 2.974
H -2.877 1.150 4.272
H -0.791 0.453 3.079
Br 6.397 -3.355 1.911
C 4.754 -2.461 1.608
C 3.737 -3.105 0.886
C 2.526 -2.492 0.704
C 2.243 -1.211 1.252
O 1.065 -0.708 1.179
C 3.334 -0.525 1.868
C 3.273 0.859 2.289
N 2.259 1.649 2.202
C 2.382 2.952 2.748
C 3.201 3.250 3.803
C 3.339 4.571 4.283
C 2.632 5.585 3.716
C 1.706 5.304 2.680
C 0.893 6.313 2.115
C -0.020 5.982 1.165
C -0.129 4.632 0.778
N 0.610 3.664 1.255
C 1.550 3.987 2.203
C 4.563 -1.187 2.064
H 3.920 -4.089 0.470
H 1.740 -2.966 0.129
H 4.220 1.251 2.674
H 3.745 2.455 4.297
H 4.018 4.768 5.102
H 2.741 6.606 4.060
H 1.003 7.335 2.459
H -0.661 6.723 0.709
H -0.861 4.359 0.028
H 5.359 -0.674 2.591
C -1.938 -2.305 3.699
Ge -1.538 -3.218 2.012
C -2.914 -4.582 1.757
C 0.091 -4.209 2.427
Ge -1.488 -1.799 0.044
C -1.331 -3.089 -1.439
C -0.419 -4.143 -1.330
C -0.224 -5.048 -2.367
C -0.946 -4.919 -3.545
C -1.872 -3.890 -3.668
C -2.054 -2.984 -2.631
C -3.327 -1.083 -0.146
C -4.275 -1.224 0.871
C -5.558 -0.701 0.742
C -5.921 -0.015 -0.408
C -4.988 0.158 -1.423
C -3.708 -0.361 -1.284
H -2.214 -3.069 4.430
H -2.750 -1.583 3.625
H -1.047 -1.790 4.061
H -2.915 -5.227 2.638
H -2.691 -5.189 0.878
H -3.909 -4.154 1.631
H -0.064 -4.676 3.403
H 0.960 -3.556 2.490
H 0.297 -4.995 1.700
H 0.141 -4.278 -0.411
H 0.492 -5.854 -2.253
H -0.801 -5.623 -4.354
H -2.457 -3.795 -4.574
H -2.791 -2.201 -2.755
H -4.022 -1.748 1.785
H -6.273 -0.829 1.545
H -6.922 0.384 -0.513
H -5.256 0.701 -2.321
H -2.991 -0.188 -2.080
C 4.311 -0.862 -2.291
C 3.057 -1.330 -3.016
S 1.790 -0.073 -2.915
O 1.382 -0.111 -1.450
C 0.471 -0.965 -3.762
C 0.215 -0.435 -5.164
H 5.064 -1.650 -2.290
H 4.079 -0.619 -1.253
H 4.736 0.023 -2.766
H 2.632 -2.225 -2.553
H 3.229 -1.509 -4.081
H -0.383 -0.806 -3.104
H 0.712 -2.030 -3.759
H -0.121 0.601 -5.134
H -0.557 -1.039 -5.643
H 1.110 -0.477 -5.787


[3]
Density functional theory data (the ωB97M-V functional and the def2-TZVPD basis) for a 2-piece molecular cluster, C9H11N2O2 overall at a distorted geometry.

Calculated values
Orbital gap, eV: 7.63
Net charge: +1
ΔE to the lowest compared entry with this formula, charge and spin, eV: 4.103
Strongest force on any atom, eV/Å: 5.2

Atoms and positions in Å:
C -1.747 0.807 -0.390
C -2.459 -1.328 0.322
C -0.426 0.340 -0.363
C -1.182 -1.824 0.381
C -2.881 -0.004 0.075
C -0.095 -0.991 0.081
C 3.227 -0.112 -0.059
C -4.250 0.484 -0.031
C 4.086 2.070 0.104
N 1.640 -2.487 0.056
N 1.220 -1.321 -0.004
O 3.918 -1.038 -0.227
O 2.993 1.120 0.061
H -1.874 1.906 -0.526
H -3.265 -2.128 0.435
H 0.330 1.044 -0.536
H -1.151 -2.894 0.687
H -4.401 1.245 -0.779
H -5.033 -0.190 -0.170
H -4.386 0.956 0.961
H 4.761 1.956 -0.767
H 4.836 2.024 0.969
H 3.480 2.993 -0.103
H 2.658 -2.629 -0.177


[4]
Density functional theory data (the ωB97M-V functional and the def2-TZVPD basis) for a 2-piece molecular cluster, C3H8P2 overall at a distorted geometry.

Calculated values
Orbital gap (alpha / beta), eV: 7.94 / 6.10
Spin multiplicity: 3
ΔE to the lowest compared entry with this formula, charge and spin, eV: 0.824
Strongest force on any atom, eV/Å: 4.4
Expectation value of S²: 2.0046

Atoms and positions in Å:
C -2.534 0.361 1.439
C -1.599 -0.576 1.493
C 1.224 -0.859 -1.149
P 3.148 1.429 -1.082
P 1.395 0.861 -1.868
H -3.491 0.206 1.898
H -2.207 1.298 1.009
H -0.545 -0.345 1.137
H -1.710 -1.544 2.028
H 0.665 -0.772 -0.233
H 0.448 -1.361 -1.800
H 2.167 -1.475 -1.222
H 3.039 2.777 -1.649


[5]
Density functional theory data (the ωB97M-V functional and the def2-TZVPD basis) for an isolated ion of composition C5H13O and charge +1 at a distorted geometry.

Calculated values
Orbital gap, eV: 13.58
Net charge: +1
ΔE to the lowest compared entry with this formula, charge and spin, eV: 0.782
Strongest force on any atom, eV/Å: 3.9

Atoms and positions in Å:
C -1.113 -1.148 0.568
C -1.678 0.874 -0.495
C 1.055 1.042 0.794
C 1.864 -0.576 -0.742
C -0.633 -0.223 -0.527
O 0.806 0.429 -0.458
H -2.152 -1.344 0.233
H -1.124 -0.716 1.557
H -0.509 -2.065 0.827
H -1.691 1.382 0.484
H -2.694 0.484 -0.734
H -1.573 1.746 -1.303
H 0.569 0.560 1.775
H 2.127 1.136 0.850
H 0.736 2.031 0.657
H 1.984 -1.356 0.009
H 1.715 -0.923 -1.730
H 2.864 -0.121 -0.806
H -0.499 -0.871 -1.488


[6]
Density functional theory data (the ωB97M-V functional and the def2-TZVPD basis) for a single C4H8N2 molecule.

Calculated values
Orbital gap, eV: 10.76
SMILES string: C1N[C@H]1[C@H]1CN1
ΔE to the lowest compared entry with this formula, charge and spin, eV: 2.229
Strongest force on any atom, eV/Å: 0.6

Atoms and positions in Å:
C -1.634 0.309 -0.878
N -1.448 -1.122 -0.655
C -0.763 -0.171 0.219
C 0.712 -0.209 0.004
C 1.637 0.839 0.485
N 1.557 -0.453 1.168
H -2.590 0.759 -0.619
H -1.171 0.700 -1.784
H -2.257 -1.541 -0.212
H -1.097 -0.038 1.249
H 0.892 -0.756 -0.926
H 1.245 1.676 1.061
H 2.526 1.076 -0.097
H 2.348 -1.038 0.914


[7]
Density functional theory data (the ωB97M-V functional and the def2-TZVPD basis) for a single C5H13NS molecule at a distorted geometry.

Calculated values
Orbital gap, eV: 9.81
SMILES string: CCNCCCS
ΔE to the lowest compared entry with this formula, charge and spin, eV: 0.544
Strongest force on any atom, eV/Å: 2.1

Atoms and positions in Å:
C -1.964 0.637 -1.987
C -1.119 1.253 -0.906
N -0.682 0.251 0.057
C 0.507 0.703 0.796
C 1.065 -0.380 1.759
C 0.949 -1.791 1.195
S 1.876 -2.052 -0.363
H -2.774 0.066 -1.524
H -1.388 -0.106 -2.499
H -2.326 1.404 -2.657
H -0.268 1.752 -1.396
H -1.631 2.070 -0.405
H -0.387 -0.544 -0.507
H 1.305 0.920 0.079
H 0.226 1.652 1.254
H 0.493 -0.311 2.648
H 2.102 -0.061 1.880
H -0.074 -1.876 0.851
H 1.290 -2.497 1.941
H 2.800 -1.090 -0.217


[8]
Density functional theory data (the ωB97M-V functional and the def2-TZVPD basis) for a 2-piece molecular cluster, C16H32BrFN2O5P3 overall.

Calculated values
Orbital gap, eV: 6.01
Net charge: -1
ΔE to the lowest compared entry with this formula, charge and spin, eV: 0.000
Strongest force on any atom, eV/Å: 0.9

Atoms and positions in Å:
C -3.980 -2.164 -1.195
C -3.528 -0.707 -1.028
C -2.531 -0.336 0.075
Br -2.828 -1.469 1.643
C -1.025 -0.250 -0.300
P -0.165 -1.692 -1.224
C -0.495 -3.350 -0.509
C -0.962 -1.767 -2.875
O -1.004 0.713 -1.403
C 0.306 0.992 -1.627
O 0.690 1.343 -2.699
C 1.080 0.913 -0.316
N 1.495 2.333 -0.180
P 2.573 -0.268 -0.328
C 3.815 0.628 0.724
C 4.657 -0.391 1.511
C 3.297 0.018 -2.002
C 3.101 -1.153 -2.962
C -0.067 0.501 0.719
C -0.657 1.843 1.259
C -1.909 1.855 2.161
O -3.021 2.510 1.525
C -2.947 3.886 1.698
O -3.940 4.502 1.892
P 0.848 -0.345 2.135
N -0.149 -0.077 3.497
O 0.610 -1.938 1.856
H -3.290 -2.882 -0.761
H -4.128 -2.402 -2.247
H -4.942 -2.320 -0.709
H -4.419 -0.118 -0.810
H -3.148 -0.308 -1.964
H -2.820 0.655 0.412
H 0.420 -3.686 -0.026
H -1.302 -3.403 0.213
H -0.720 -4.033 -1.330
H -0.202 -2.151 -3.556
H -1.221 -0.766 -3.209
H -1.843 -2.399 -2.932
H 1.837 2.520 0.754
H 2.273 2.493 -0.813
H 3.319 1.295 1.423
H 4.471 1.220 0.084
H 5.551 -0.676 0.953
H 4.957 0.010 2.478
H 4.092 -1.307 1.688
H 2.918 0.932 -2.456
H 4.367 0.182 -1.845
H 3.403 -0.870 -3.972
H 2.059 -1.468 -3.002
H 3.704 -2.011 -2.662
H -0.880 2.486 0.412
H 0.138 2.314 1.835
H -2.257 0.874 2.429
H -1.680 2.369 3.093
H -1.939 4.325 1.636
H -0.640 -0.888 3.845
H 0.379 0.348 4.247
H -0.329 -2.174 1.899
F -1.392 5.711 2.846